Run i
Formula: C3H3NO2S
Source: the OMol25 dataset
Level of theory: ωB97M-V/def2-TZVPD

CARTESIAN COORDINATES (ANGSTROEM)
S (1.9436, -1.0272, 0.8573)
N (0.8384, 0.3444, 0.9706)
C (-0.1369, 0.3778, 0.2066)
O (-0.4581, -0.5734, -0.7257)
C (-1.6690, -0.1528, -1.3486)
C (-1.8932, 1.0972, -0.8879)
O (-0.9532, 1.4304, 0.0865)
H (1.2685, -1.7642, -0.0651)
H (-2.0756, -0.7628, -2.1538)
H (-2.6737, 1.7625, -0.9994)

HOMO-LUMO gap: 9.12 eV
Structure (SMILES): SN=c1occo1
Molecular weight: 117.129 g/mol
Charge: 0

Mulliken atomic charge list, values in e, 6 entries:
1 S -0.140
2 N -0.460
3 C 0.780
4 O -0.342
5 C -0.238
6 C -0.196



Run ii
Formula: C3H3NO2S
Source: the OMol25 dataset
Level of theory: ωB97M-V/def2-TZVPD

CARTESIAN COORDINATES (ANGSTROEM)
N (-1.1234, -1.7341, 0.1841)
C (-0.5242, -0.6007, 0.6260)
O (-0.6334, -0.3029, 1.7763)
C (0.2193, 0.2215, -0.2525)
S (1.2019, -0.4127, -1.4307)
C (0.2844, 1.5791, 0.0039)
O (-0.6318, 2.0509, 0.7046)
H (-1.5357, -2.4622, 0.7626)
H (-0.6909, -2.1336, -0.7450)
H (1.1042, 2.1548, -0.5262)

HOMO-LUMO gap: 7.38 eV
Structure (SMILES): NC(=O)C(=S)C=O
Molecular weight: 117.129 g/mol
Charge: 0

Mulliken atomic charge list, values in e, 6 entries:
1 N -0.451
2 C 0.598
3 O -0.514
4 C 0.265
5 S -0.194
6 C -0.037



Run iii
Formula: C3H3NO2S
Source: the OMol25 dataset
Level of theory: ωB97M-V/def2-TZVPD

CARTESIAN COORDINATES (ANGSTROEM)
O (2.6993, 0.2743, 0.0695)
C (1.5979, -0.1349, 0.3414)
C (0.4465, 0.0345, -0.7450)
O (-0.3823, -1.0481, -0.7428)
N (-1.4853, -0.9978, 0.1549)
C (-1.8020, 0.2536, 0.3080)
S (-0.5753, 1.5011, -0.2888)
H (1.1254, -0.4049, 1.5229)
H (0.9904, 0.0157, -1.6883)
H (-2.6147, 0.5065, 1.0683)

HOMO-LUMO gap: 9.39 eV
Structure (SMILES): O=C[C@H]1ON=CS1
Molecular weight: 117.129 g/mol
Charge: 0

Mulliken atomic charge list, values in e, 6 entries:
1 O -0.432
2 C 0.089
3 C 0.048
4 O -0.206
5 N -0.270
6 C -0.066



Which one sits at the bottom of the stability order? run iii does.



Run i
Formula: CHF3N2
Source: the OMol25 dataset
Level of theory: ωB97M-V/def2-TZVPD

CARTESIAN COORDINATES (ANGSTROEM)
C (-0.3531, -0.0670, 1.3138)
N (0.2283, -1.0436, 1.0748)
N (2.1207, 1.1148, 1.0795)
F (-0.3606, -2.6658, 1.2739)
F (3.3896, 0.9513, 1.4068)
F (2.1835, 1.1742, -0.2266)
H (-1.0008, 0.6961, 1.3304)

HOMO-LUMO gap (spin up / spin down): 9.00 / 10.56 eV
Molecular weight: 98.027 g/mol
Charge: 0

Mulliken atomic charge list, values in e, 6 entries:
1 C 0.096
2 N -0.156
3 N 0.177
4 F -0.253
5 F -0.125
6 F -0.080



Run ii
Formula: CHF3N2
Source: the OMol25 dataset
Level of theory: ωB97M-V/def2-TZVPD

CARTESIAN COORDINATES (ANGSTROEM)
C (-0.2818, -0.3523, 1.1915)
N (0.4889, 0.6856, -1.8076)
N (0.1997, -0.3638, -1.4490)
F (0.2976, 0.5826, 1.9376)
F (-0.0498, -1.5716, 1.6777)
F (-1.5554, -0.0159, 1.2313)
H (0.9008, 1.0354, -2.7817)

HOMO-LUMO gap (spin up / spin down): 9.85 / 8.06 eV
Molecular weight: 98.027 g/mol
Charge: 0

Mulliken atomic charge list, values in e, 6 entries:
1 C 0.527
2 N -0.037
3 N -0.170
4 F -0.186
5 F -0.186
6 F -0.188



Run iii
Formula: CHF3N2
Source: the OMol25 dataset
Level of theory: ωB97M-V/def2-TZVPD

CARTESIAN COORDINATES (ANGSTROEM)
C (-1.0963, 1.0008, 0.5469)
N (-3.4660, 0.1308, -0.3379)
N (-0.4263, -0.0758, 0.4112)
F (-0.6259, 1.5949, 1.7414)
F (-4.0564, -0.9916, -0.1372)
F (-0.5726, -0.9737, -0.6571)
H (0.3951, -0.2749, 0.9928)

HOMO-LUMO gap (spin up / spin down): 9.46 / 9.33 eV
Molecular weight: 98.027 g/mol
Charge: 0

Mulliken atomic charge list, values in e, 6 entries:
1 C 0.044
2 N 0.031
3 N 0.024
4 F -0.191
5 F -0.053
6 F -0.136



Which one sits at the bottom of the stability order? run iii does.



Run i
Formula: C3H7N3S
Source: the OMol25 dataset
Level of theory: ωB97M-V/def2-TZVPD

CARTESIAN COORDINATES (ANGSTROEM)
H (-2.6370, -1.1693, -0.1248)
N (-1.6396, -1.2783, -0.1010)
C (-1.1112, -0.1373, 0.0230)
C (-1.7936, 1.1988, 0.0267)
N (0.3012, -0.0592, -0.0698)
C (1.1861, -1.1372, 0.0180)
N (2.4750, -1.0666, 0.0449)
S (3.3159, 0.4608, -0.0463)
H (-1.3150, 1.7890, 0.8908)
H (-2.9060, 1.0202, 0.3190)
H (-1.6453, 1.6937, -0.9335)
H (0.5531, 0.8971, -0.3095)
H (0.6779, -2.0782, 0.1728)
H (4.5384, -0.1337, 0.0898)

HOMO-LUMO gap: 9.11 eV
Structure (SMILES): [H]/N=C(\C)N/C=N\S
Molecular weight: 117.177 g/mol
Charge: 0

Mulliken atomic charge list, values in e, 6 entries:
1 H 0.227
2 N -0.684
3 C 0.623
4 C -1.096
5 N -0.242
6 C 0.112



Run ii
Formula: C3H7N3S
Source: the OMol25 dataset
Level of theory: ωB97M-V/def2-TZVPD

CARTESIAN COORDINATES (ANGSTROEM)
C (0.5123, 1.3786, 0.7284)
C (0.9005, 0.1565, 0.1827)
C (-1.5101, -0.8426, 0.6362)
H (1.6609, 1.7527, 1.4013)
H (-0.5664, 1.1101, 1.4634)
H (0.1525, 2.4524, -0.1110)
H (-0.1331, -1.6929, -0.3260)
H (-1.9230, -1.7714, 1.1844)
H (-2.9677, 0.8590, -1.4391)
H (-1.0348, 0.5373, -1.2840)
N (-0.1329, -0.6966, 0.1681)
N (-2.5796, -0.3199, 0.0540)
N (-2.0652, 0.6877, -0.8678)
S (2.4274, -0.3188, -0.3533)

HOMO-LUMO gap: 8.42 eV
Molecular weight: 117.177 g/mol
Charge: 0

Mulliken atomic charge list, values in e, 6 entries:
1 C -0.683
2 C 0.304
3 C -0.164
4 H 0.272
5 H 0.241
6 H 0.251



Run iii
Formula: C3H7N3S
Source: the OMol25 dataset
Level of theory: ωB97M-V/def2-TZVPD

CARTESIAN COORDINATES (ANGSTROEM)
C (2.0840, -0.7260, -0.5802)
N (1.5701, 0.5917, -0.3644)
C (0.4381, 0.8971, 0.1243)
N (-0.1076, 2.1556, 0.5249)
C (-0.4993, -0.3097, 0.3000)
N (0.2300, -1.3451, 0.9876)
S (-1.9417, -0.4196, -0.4617)
H (2.9772, -0.9656, 0.0969)
H (1.5289, -1.6013, -0.5677)
H (2.5581, -0.5629, -1.5508)
H (0.1932, 2.8255, -0.4697)
H (-1.2679, 1.8134, 0.5006)
H (-0.1947, -2.3104, 0.9208)
H (1.2876, -1.4682, 1.3563)

HOMO-LUMO gap: 8.87 eV
Structure (SMILES): C/N=C(/N)C(N)=S
Molecular weight: 117.177 g/mol
Charge: 0

Mulliken atomic charge list, values in e, 6 entries:
1 C -1.049
2 N -0.478
3 C 0.560
4 N -0.614
5 C 0.029
6 N -0.520



Which one sits at the bottom of the stability order? run ii does.



Run i
Formula: C3H7N3S
Source: the OMol25 dataset
Level of theory: ωB97M-V/def2-TZVPD

CARTESIAN COORDINATES (ANGSTROEM)
S (2.2586, -0.0047, -0.0340)
N (0.5523, -0.0265, 0.1081)
C (-0.1344, 1.2034, -0.0182)
N (-1.3828, 1.3195, -0.0826)
N (-2.1849, 0.2000, 0.0990)
C (-1.5741, -1.0821, 0.2690)
C (-0.1918, -1.1637, -0.3727)
H (2.5472, -0.1598, 1.2728)
H (0.4700, 2.1414, -0.0315)
H (-2.9786, 0.2417, -0.5415)
H (-2.2032, -1.8392, -0.1607)
H (-1.4458, -1.2677, 1.3902)
H (-0.3041, -1.1451, -1.4838)
H (0.2858, -2.0923, -0.0416)

HOMO-LUMO gap: 8.81 eV
Structure (SMILES): SN1C=NNCC1
Molecular weight: 117.177 g/mol
Charge: 0

Mulliken atomic charge list, values in e, 6 entries:
1 S -0.200
2 N -0.142
3 C -0.009
4 N -0.648
5 N -0.025
6 C -0.555



Run ii
Formula: C3H7N3S
Source: the OMol25 dataset
Level of theory: ωB97M-V/def2-TZVPD

CARTESIAN COORDINATES (ANGSTROEM)
N (-1.9861, -0.4665, 0.0254)
N (-0.6105, -0.4062, -0.2526)
C (0.0291, -1.6156, -0.0936)
N (1.3132, -1.7980, -0.0436)
S (2.3877, -0.4571, 0.1000)
C (1.3850, 0.9918, -0.2902)
C (-0.0037, 0.8313, 0.2135)
H (-2.1164, -0.1888, 0.9927)
H (-2.4565, 0.2124, -0.5572)
H (-0.6009, -2.5404, -0.0953)
H (1.4208, 1.1466, -1.3931)
H (1.9332, 1.7949, 0.2076)
H (-0.0799, 0.8797, 1.3352)
H (-0.6151, 1.6159, -0.1489)

HOMO-LUMO gap: 8.57 eV
Structure (SMILES): NN1C=NSCC1
Molecular weight: 117.177 g/mol
Charge: 0

Mulliken atomic charge list, values in e, 6 entries:
1 N -0.761
2 N 0.115
3 C 0.133
4 N -0.453
5 S -0.056
6 C -0.563



Which one sits at the bottom of the stability order? run i does.